27
Properties=species:S:1:pos:R:3 method="wB97M-V/def2-TZVPD" charge=-1 e_tot_ev=-14687.904 orbital_gap_ha=0.286 e_above_lowest_ev=0.000
C 0.09 1.29 -1.33
O 1.45 1.58 -1.56
C -0.11 0.08 -0.42
C -1.64 -0.27 -0.34
C -2.09 -0.38 1.08
C -3.09 0.40 1.52
C -1.46 -1.46 1.91
H -0.44 1.22 -2.28
H -0.29 2.19 -0.80
H 0.21 0.27 0.60
H 0.45 -0.82 -0.65
H -1.76 -1.17 -0.95
H -2.27 0.42 -0.92
H -3.41 0.45 2.56
H -3.44 1.15 0.81
H -0.74 -1.98 1.28
H -2.24 -2.15 2.25
H -0.98 -1.10 2.82
H 3.92 -1.25 0.39
H 3.30 -0.21 1.32
O 3.65 -1.12 1.30
H 2.32 1.29 -0.66
H 2.04 1.57 0.90
O 2.79 1.23 0.38
H 0.52 -0.68 -3.35
H 1.73 0.05 -2.60
O 1.48 -0.63 -3.28

41
Properties=species:S:1:pos:R:3 method="wB97M-V/def2-TZVPD" charge=-1 e_tot_ev=-68921.550 orbital_gap_ha=0.330 e_above_lowest_ev=0.000
Rb 1.59 -1.18 -0.27
B -4.31 -2.88 0.71
F -4.39 -1.97 -0.32
F -4.66 -4.10 0.28
F -2.97 -2.76 1.05
F -5.13 -2.43 1.80
B 6.02 -3.67 -1.11
F 5.34 -3.51 -2.28
F 5.47 -4.68 -0.30
F 7.32 -4.02 -1.38
F 6.02 -2.54 -0.32
C 0.06 4.74 2.22
S 1.03 5.07 0.71
O 1.67 3.72 0.42
C -0.42 5.27 -0.41
H -0.32 5.72 2.50
H 0.80 4.52 2.99
H -0.76 4.03 2.18
H -1.11 4.43 -0.43
H -0.03 5.16 -1.42
H -0.96 6.22 -0.40
C -1.89 -0.25 -6.27
S -0.53 0.98 -6.17
O 0.38 0.62 -4.94
C 0.44 0.37 -7.64
H -2.50 -0.20 -7.17
H -2.69 -0.23 -5.53
H -1.41 -1.23 -6.24
H 1.36 0.94 -7.74
H -0.23 0.39 -8.50
H 0.78 -0.67 -7.61
C 0.49 -2.62 6.18
S 0.33 -0.77 6.21
O 0.57 -0.41 4.73
C -1.49 -0.77 6.43
H -0.15 -3.02 5.39
H 0.29 -3.07 7.15
H 1.55 -2.85 6.06
H -1.82 -1.52 5.71
H -1.94 0.20 6.26
H -1.78 -1.01 7.45

47
Properties=species:S:1:pos:R:3 method="wB97M-V/def2-TZVPD" charge=+1 e_tot_ev=-880422.970 orbital_gap_ha=0.282
N -1.31 1.34 -1.70
P -0.81 0.25 -2.94
O 0.14 1.13 -3.95
P 0.61 -1.15 -1.89
O 2.13 -0.68 -2.30
C 0.30 -1.19 -0.10
C 1.64 -1.36 0.71
N 1.33 -1.75 2.07
N 2.36 -0.10 0.78
N 2.39 -2.38 -0.03
B 0.40 -2.91 -2.72
O 0.10 -3.99 -1.97
O 0.58 -2.95 -4.08
H -2.02 0.85 -1.15
H -0.55 1.54 -1.06
H 1.06 0.82 -3.97
H 2.16 0.29 -2.23
H -0.30 -2.07 0.17
H -0.26 -0.33 0.26
H 1.24 -2.76 2.13
H 2.13 -1.47 2.64
H 2.21 0.47 -0.05
H 1.95 0.44 1.53
H 3.39 -2.29 0.09
H 2.05 -3.31 0.16
H 0.71 -4.71 -2.23
H 1.51 -3.07 -4.29
C -4.04 2.48 -5.14
Br -2.44 1.90 -4.20
Br -3.59 3.36 -6.79
Br -5.29 1.04 -5.41
H -4.52 3.22 -4.51
C 1.13 0.29 5.53
Br 2.34 -1.16 5.15
Br 0.83 1.42 3.98
Br -0.53 -0.34 6.27
H 1.60 0.91 6.28
C -0.61 -2.81 10.11
Br 0.10 -1.05 10.44
Br -2.51 -2.78 9.83
Br 0.30 -3.68 8.65
H -0.43 -3.40 11.00
C -1.53 6.29 -5.08
Br -2.94 6.82 -3.88
Br -1.13 7.66 -6.36
Br 0.05 5.72 -4.12
H -1.89 5.43 -5.64

36
Properties=species:S:1:pos:R:3 method="wB97M-V/def2-TZVPD" e_tot_ev=-301944.621 orbital_gap_ha=0.192 e_above_lowest_ev=5.808
N 0.81 0.36 0.06
H 0.29 -0.43 0.40
H 1.21 0.91 0.81
H 0.45 0.98 -0.65
H 1.68 -0.04 -0.25
N 6.84 1.60 0.31
H 6.54 2.28 0.99
H 7.83 1.39 0.40
H 6.73 2.04 -0.60
H 6.31 0.74 0.21
O 5.19 -3.50 -2.02
C 5.18 -2.23 -1.79
O 6.06 -1.53 -2.24
O 4.39 -1.79 -1.00
H 4.63 -3.78 -1.29
O 3.67 2.90 5.38
C 3.88 2.84 4.08
O 4.73 3.59 3.47
O 3.33 2.02 3.34
H 2.95 2.30 5.16
Br -2.85 -3.51 0.19
C -4.05 -4.16 1.57
C -5.26 -3.15 1.67
Br -6.44 -3.57 3.25
H -3.51 -4.35 2.50
H -4.36 -5.17 1.27
H -5.87 -3.16 0.76
H -4.90 -2.12 1.74
Br -3.94 2.16 -2.10
C -5.46 2.98 -3.02
C -6.09 1.84 -3.85
Br -5.32 1.28 -5.57
H -5.18 3.86 -3.60
H -6.13 3.23 -2.19
H -7.03 2.27 -4.19
H -6.34 0.97 -3.23

31
Properties=species:S:1:pos:R:3 method="wB97M-V/def2-TZVPD" charge=-1 e_tot_ev=-88843.273 orbital_gap_ha=0.279 e_above_lowest_ev=0.000
Br -1.56 1.06 -1.10
C -1.68 -2.35 -3.25
O -0.78 -1.98 -2.21
H -1.89 -1.49 -3.90
H -1.25 -3.20 -3.78
H -2.65 -2.69 -2.84
H -1.20 -1.22 -1.76
C 1.83 3.33 1.34
O 0.70 3.14 0.54
H 1.98 4.40 1.53
H 1.76 2.82 2.30
H 2.77 3.00 0.86
H 0.48 2.20 0.55
C -4.65 -0.77 -0.89
O -4.89 0.39 -1.69
H -5.44 -0.85 -0.13
H -4.70 -1.65 -1.53
H -3.71 -0.69 -0.35
H -4.09 0.94 -1.67
C 1.83 -0.74 -0.73
O 2.77 -0.83 0.35
C 2.38 -0.37 1.51
O 1.39 0.26 1.74
O 3.26 -0.76 2.44
C 3.14 -0.11 3.69
H 2.18 0.07 -1.38
H 0.83 -0.44 -0.43
H 1.80 -1.68 -1.26
H 2.11 -0.10 4.04
H 3.50 0.93 3.63
H 3.77 -0.64 4.40

35
Properties=species:S:1:pos:R:3 method="wB97M-V/def2-TZVPD" charge=-1 e_tot_ev=-65865.105 orbital_gap_ha=0.293 e_above_lowest_ev=1.620
Cl 2.89 1.31 -0.20
O 3.14 2.43 -1.04
O 1.47 1.41 0.11
O 3.05 0.11 -1.02
O 3.61 1.19 1.05
C -3.44 1.73 -3.04
S -4.30 0.13 -2.66
O -4.09 -0.96 -3.72
C -3.13 -0.48 -1.37
H -3.78 2.43 -2.28
H -3.74 2.14 -4.01
H -2.38 1.48 -3.09
H -3.61 -1.36 -0.96
H -3.06 0.31 -0.63
H -2.14 -0.70 -1.78
C 1.77 -5.47 -2.19
S 2.19 -7.06 -1.30
O 1.79 -8.21 -2.29
C 4.05 -7.02 -1.42
H 2.62 -4.79 -2.23
H 1.05 -4.95 -1.57
H 1.35 -5.73 -3.16
H 4.36 -6.23 -0.75
H 4.24 -6.69 -2.44
H 4.63 -7.94 -1.27
C -0.48 4.69 5.59
S -1.76 5.84 4.75
O -1.31 7.29 5.13
C -1.25 5.46 2.97
H 0.51 5.03 5.30
H -0.55 3.72 5.12
H -0.56 4.77 6.68
H -0.18 5.57 2.82
H -1.47 6.15 2.15
H -1.49 4.42 2.77